{"formula": "C34H92O12", "method": "ωB97M-V/def2-TZVPD", "multiplicity": 2, "e_tot_ha": -2253.2787, "fmax_ev_per_a": 3.516, "lumo_energy_ev": [2.198, 2.170], "charge": -1, "homo_lumo_gap_ev": [1.542, 9.671], "s2": 0.75, "symbols": ["C", "C", "C", "O", "H", "H", "H", "H", "H", "H", "H", "H", "C", "C", "C", "O", "H", "H", "H", "H", "H", "H", "H", "H", "C", "C", "C", "O", "H", "H", "H", "H", "H", "H", "H", "H", "C", "C", "C", "O", "H", "H", "H", "H", "H", "H", "H", "H", "C", "C", "C", "O", "H", "H", "H", "H", "H", "H", "H", "H", "C", "C", "C", "O", "H", "H", "H", "H", "H", "H", "H", "H", "C", "C", "C", "O", "H", "H", "H", "H", "H", "H", "H", "H", "C", "C", "C", "O", "H", "H", "H", "H", "H", "H", "H", "H", "C", "C", "C", "O", "H", "H", "H", "H", "H", "H", "H", "H", "C", "C", "C", "O", "H", "H", "H", "H", "H", "H", "H", "H", "C", "C", "C", "O", "H", "H", "H", "H", "H", "H", "H", "H", "C", "O", "H", "H", "H", "H"], "coordinates": [[0.1209, -5.5486, 0.2590], [1.3032, -6.0072, 1.1565], [1.9588, -7.3289, 0.8278], [2.3223, -4.9807, 1.2664], [0.5160, -5.6134, -0.7548], [-0.0788, -4.4777, 0.2966], [-0.7212, -6.1849, 0.5313], [0.9719, -6.1749, 2.1813], [2.1323, -7.3216, -0.2483], [1.2760, -8.1720, 0.9333], [2.9700, -7.4455, 1.2178], [2.9589, -4.9899, 0.5479], [5.8425, 2.1747, -1.8501], [4.9790, 1.0628, -1.2727], [3.8147, 1.7115, -0.4908], [4.5051, 0.3392, -2.3532], [6.6744, 1.7849, -2.4368], [6.2513, 2.8524, -1.1005], [5.2231, 2.7146, -2.5663], [5.6168, 0.4607, -0.6255], [4.2242, 2.2994, 0.3307], [3.0392, 1.0642, -0.0813], [3.1642, 2.2897, -1.1471], [4.0705, 0.9910, -2.9080], [-3.2137, 6.1310, -1.2804], [-4.0323, 4.8893, -0.9783], [-3.3933, 3.5752, -1.0178], [-4.4975, 5.0698, 0.2983], [-2.6176, 5.9236, -2.1691], [-2.4724, 6.2885, -0.4970], [-3.7720, 7.0608, -1.3897], [-4.9302, 4.9373, -1.5943], [-2.7163, 3.5266, -0.1649], [-2.9457, 3.4890, -2.0079], [-4.2143, 2.8864, -0.8187], [-4.8554, 4.2612, 0.6721], [-7.2714, 1.0428, 1.2077], [-6.4728, 1.9501, 2.0907], [-5.0427, 1.3291, 2.4501], [-6.2488, 3.1533, 1.4020], [-6.9985, 0.0260, 1.4903], [-7.0284, 1.2557, 0.1666], [-8.3352, 1.2064, 1.3800], [-7.0472, 2.1553, 2.9941], [-5.0165, 0.4505, 3.0947], [-4.3008, 2.1042, 2.6423], [-4.6135, 0.8216, 1.5861], [-6.9188, 3.7710, 1.7040], [0.8492, 1.3974, -5.4676], [1.6824, 1.3403, -4.1454], [1.2562, 0.2246, -3.3211], [3.0693, 1.0766, -4.4907], [-0.2372, 1.4387, -5.3894], [0.9537, 0.4890, -6.0609], [1.2212, 2.2016, -6.1024], [1.5693, 2.2501, -3.5558], [0.1897, 0.3796, -3.1577], [1.7600, 0.3817, -2.3674], [1.2969, -0.8296, -3.5952], [3.2047, 0.1718, -4.7815], [-4.6963, -3.2046, 2.9171], [-4.4298, -4.4380, 2.1550], [-2.9761, -4.5999, 1.7424], [-4.7232, -5.6379, 2.9360], [-4.1654, -2.3541, 2.4895], [-4.3810, -3.2930, 3.9568], [-5.7679, -3.0245, 3.0035], [-5.0310, -4.3685, 1.2485], [-2.3662, -4.8595, 2.6077], [-2.5670, -3.5981, 1.6111], [-2.8033, -5.1385, 0.8107], [-3.8866, -5.9995, 3.2378], [2.0373, -2.0842, 4.2486], [0.9381, -2.7232, 3.4334], [-0.5180, -2.2167, 3.8004], [1.1893, -2.6006, 2.0603], [2.1434, -1.1038, 3.7841], [3.0220, -2.5342, 4.1224], [1.8993, -2.1109, 5.3295], [1.1129, -3.7781, 3.6447], [-0.8194, -1.2022, 3.5398], [-0.7106, -2.3154, 4.8687], [-1.2538, -2.8337, 3.2846], [1.6507, -3.4166, 1.8530], [3.1058, -3.3192, -1.3194], [4.4715, -3.9752, -1.5084], [5.6285, -2.9946, -1.1237], [4.5813, -5.0761, -0.7186], [2.8480, -2.7949, -0.3992], [2.2708, -4.0165, -1.3880], [3.0139, -2.5944, -2.1284], [4.3734, -4.2939, -2.5461], [5.7515, -2.6675, -0.0913], [5.6311, -2.0900, -1.7318], [6.5283, -3.5766, -1.3233], [5.2659, -5.6571, -1.0580], [1.1404, 5.8048, -0.5230], [1.4586, 5.3047, -1.9194], [0.2713, 4.3063, -2.2762], [1.2719, 6.4896, -2.6187], [1.7524, 6.5467, -0.0100], [1.2195, 4.9567, 0.1572], [0.1526, 6.2581, -0.4406], [2.4409, 4.8405, -2.0083], [-0.6982, 4.7978, -2.1942], [0.3712, 3.4237, -1.6445], [0.2710, 4.0628, -3.3387], [1.7348, 6.4194, -3.4568], [-0.2190, -1.1425, -0.4901], [-0.1227, 0.1396, 0.2540], [-1.6214, 0.5799, 0.5778], [0.5574, 0.0943, 1.4798], [-0.7902, -1.8771, 0.0774], [0.7414, -1.6151, -0.6959], [-0.6851, -1.0961, -1.4743], [0.3208, 0.8804, -0.4112], [-1.9968, -0.0697, 1.3685], [-2.1429, 0.5495, -0.3789], [-1.7621, 1.6021, 0.9290], [0.7289, -0.8157, 1.7329], [0.5870, 3.3977, 2.6624], [2.0045, 2.9645, 2.8780], [2.7233, 3.4896, 4.1270], [2.0254, 1.5482, 2.9660], [-0.1873, 2.7898, 3.1304], [0.3407, 3.4704, 1.6031], [0.4991, 4.4258, 3.0137], [2.5138, 3.4772, 2.0620], [2.0450, 3.4432, 4.9790], [2.9179, 4.5617, 4.0953], [3.5556, 2.8466, 4.4131], [1.2956, 1.1653, 2.4736], [-1.7465, -1.2817, -4.8593], [-2.6273, -2.1244, -4.2523], [-2.0174, -0.8975, -5.8427], [-1.5504, -0.4644, -4.1653], [-0.7719, -1.7332, -5.0449], [-3.3643, -2.3543, -4.8227]], "mulliken_spin": [0.15, -0.06, 0.06, -0.01, -0.07, 0.16, -0.01, 0.00, 0.04, -0.06, 0.03, 0.03, 0.03, -0.02, -0.05, -0.13, 0.00, 0.00, 0.00, 0.00, 0.00, 0.03, 0.02, 0.06, -0.01, 0.07, 0.03, -0.04, 0.00, 0.00, 0.00, 0.02, 0.05, 0.01, -0.04, 0.02, 0.12, -0.04, 0.09, -0.10, 0.01, -0.01, 0.00, -0.08, 0.03, 0.01, -0.02, 0.04, 0.01, -0.36, -0.04, -0.11, 0.08, 0.03, -0.06, 0.32, 0.16, 0.02, -0.05, 0.05, 0.08, 0.16, 0.01, -0.09, -0.01, 0.02, -0.04, -0.04, 0.02, 0.02, -0.08, 0.01, 0.01, 0.06, -0.05, -0.05, -0.01, 0.00, 0.00, -0.01, 0.00, -0.02, 0.06, 0.04, 0.10, 0.11, -0.02, -0.41, 0.10, 0.24, 0.00, -0.06, 0.01, -0.03, -0.01, 0.15, 0.02, 0.04, -0.09, -0.04, 0.00, -0.02, 0.01, 0.02, 0.02, 0.04, 0.04, 0.02, -0.56, -0.31, 0.09, -0.07, 0.03, 0.20, 0.31, 0.11, 0.04, -0.04, -0.03, 0.00, 0.01, -0.02, 0.00, -0.01, -0.01, 0.00, 0.00, 0.00, 0.00, 0.00, 0.00, 0.01, 1.18, -0.85, -0.01, 0.09, -0.01, 0.10]}

***

{"formula": "C34H94O18", "method": "ωB97M-V/def2-TZVPD", "e_tot_ha": -2705.8724, "fmax_ev_per_a": 3.509, "lumo_energy_ev": 0.232, "charge": 0, "homo_lumo_gap_ev": 10.086, "relative_energy_ev": 5.043, "symbols": ["C", "C", "C", "O", "H", "H", "H", "H", "H", "H", "H", "H", "C", "C", "C", "O", "H", "H", "H", "H", "H", "H", "H", "H", "C", "C", "C", "O", "H", "H", "H", "H", "H", "H", "H", "H", "C", "C", "C", "O", "H", "H", "H", "H", "H", "H", "H", "H", "C", "C", "C", "O", "H", "H", "H", "H", "H", "H", "H", "H", "C", "C", "C", "O", "H", "H", "H", "H", "H", "H", "H", "H", "C", "C", "C", "O", "H", "H", "H", "H", "H", "H", "H", "H", "C", "C", "C", "O", "H", "H", "H", "H", "H", "H", "H", "H", "C", "C", "O", "O", "H", "H", "H", "H", "H", "H", "C", "C", "O", "O", "H", "H", "H", "H", "H", "H", "C", "C", "O", "O", "H", "H", "H", "H", "H", "H", "C", "C", "O", "O", "H", "H", "H", "H", "H", "H", "C", "C", "O", "O", "H", "H", "H", "H", "H", "H"], "coordinates": [[7.6285, 12.7625, -27.1626], [7.7021, 14.1230, -27.8622], [8.0715, 14.0510, -29.3088], [6.4659, 14.6708, -27.7437], [6.8458, 12.1440, -27.6021], [7.4155, 12.8673, -26.0988], [8.5974, 12.2714, -27.2532], [8.4228, 14.7228, -27.3063], [8.9765, 13.4515, -29.4071], [8.1166, 14.9834, -29.8714], [7.4492, 13.4247, -29.9480], [5.7812, 14.0881, -28.0802], [16.8332, 9.2499, -21.7638], [17.2263, 8.2772, -22.9488], [18.7343, 7.9678, -23.0404], [16.5696, 7.0326, -22.7139], [17.2314, 8.9859, -20.7841], [15.7458, 9.3053, -21.7117], [17.2685, 10.2473, -21.8251], [16.8088, 8.7355, -23.8453], [19.1053, 7.3604, -22.2149], [19.3123, 8.8753, -23.2151], [18.9273, 7.3115, -23.8891], [15.6685, 7.3249, -22.5588], [4.5485, 18.5257, -23.4270], [6.0079, 18.8179, -23.8581], [7.0518, 17.8431, -23.3198], [5.9962, 18.8104, -25.2812], [4.4579, 18.4681, -22.3422], [4.1800, 17.5165, -23.6110], [3.8505, 19.2860, -23.7773], [6.1896, 19.8578, -23.5865], [7.0048, 17.7810, -22.2326], [7.9944, 18.1841, -23.7481], [6.8414, 16.8457, -23.7059], [5.8945, 17.9030, -25.5776], [14.5584, 13.0995, -16.9978], [13.1798, 13.5589, -16.4441], [13.2216, 14.0103, -14.9432], [12.7457, 14.7431, -17.1310], [15.2887, 13.8912, -16.8304], [14.5575, 12.9460, -18.0770], [14.9738, 12.2308, -16.4870], [12.4116, 12.8210, -16.6750], [14.0948, 14.6354, -14.7566], [13.3756, 13.1218, -14.3309], [12.2721, 14.4651, -14.6610], [11.9275, 14.9974, -16.6979], [0.4592, 13.3122, -21.9822], [1.3134, 12.1720, -22.6079], [2.6941, 12.6404, -22.9377], [1.2967, 11.0188, -21.7508], [0.4630, 14.2255, -22.5771], [0.9094, 13.6259, -21.0404], [-0.5625, 12.9951, -21.7730], [0.8070, 11.8112, -23.5032], [3.1358, 13.1779, -22.0986], [2.7047, 13.3661, -23.7508], [3.3576, 11.8088, -23.1749], [0.5253, 10.5202, -22.0297], [16.5066, 13.8541, -25.8911], [14.9912, 13.9185, -25.9586], [14.3369, 12.9269, -26.8904], [14.5947, 13.6286, -24.6296], [16.9563, 12.8814, -26.0903], [16.8786, 14.0989, -24.8962], [16.9285, 14.6139, -26.5490], [14.6714, 14.9465, -26.1287], [13.2590, 13.0200, -27.0224], [14.6189, 11.8967, -26.6732], [14.7319, 13.0188, -27.9021], [14.7606, 14.3161, -23.9804], [13.2990, 4.8480, -18.0609], [12.9132, 3.5681, -17.4400], [12.7512, 2.5084, -18.4750], [13.8918, 3.2072, -16.4869], [13.2806, 5.6976, -17.3783], [12.5924, 4.9861, -18.8793], [14.3369, 4.8176, -18.3923], [11.9737, 3.7037, -16.9042], [12.0756, 2.7704, -19.2892], [12.2768, 1.6358, -18.0259], [13.7024, 2.0890, -18.8026], [13.6662, 2.2913, -16.3089], [3.8194, 6.7436, -24.3050], [3.5576, 6.5331, -25.8301], [2.5652, 7.5903, -26.2490], [4.7071, 6.6832, -26.7027], [4.5110, 5.9723, -23.9661], [2.9093, 6.5086, -23.7531], [4.3667, 7.6697, -24.1289], [3.1278, 5.5508, -26.0262], [2.0914, 7.4708, -27.2234], [3.0257, 8.5771, -26.2005], [1.7453, 7.6538, -25.5336], [4.5473, 6.0821, -27.4340], [8.6168, 7.4226, -15.2528], [7.5090, 7.0241, -14.2880], [6.5610, 6.2107, -14.9315], [8.2427, 8.5376, -16.1015], [8.9722, 6.5640, -15.8226], [9.4565, 7.7273, -14.6281], [7.0414, 7.9411, -13.9292], [7.9750, 6.5956, -13.4006], [5.8963, 5.9870, -14.2759], [8.7003, 8.4773, -16.9433], [9.4292, 10.5759, -21.0303], [10.4323, 11.6663, -21.5297], [10.9787, 11.1531, -22.6914], [10.0171, 9.4052, -20.5348], [8.7013, 10.3186, -21.7998], [8.7572, 10.9391, -20.2528], [11.3032, 11.8288, -20.8947], [9.8849, 12.5948, -21.6923], [11.6678, 11.7710, -22.9461], [10.6879, 9.1795, -21.1834], [15.2354, 18.0894, -20.7831], [15.9820, 18.5882, -22.0178], [16.4647, 19.8721, -21.7595], [14.8986, 16.7014, -20.9168], [14.3276, 18.6695, -20.6172], [15.9157, 18.2340, -19.9438], [15.2497, 18.5015, -22.8205], [16.8199, 17.9329, -22.2555], [16.7306, 20.1862, -22.6268], [14.4887, 16.4412, -20.0886], [11.3200, 6.1383, -24.4171], [9.7687, 6.2942, -24.5870], [9.4279, 7.2545, -25.5987], [11.8093, 7.1663, -23.5808], [11.8540, 6.2013, -25.3653], [11.6029, 5.1880, -23.9644], [9.1710, 6.4350, -23.6865], [9.4107, 5.3953, -25.0890], [8.5013, 7.0846, -25.7833], [11.4800, 7.9988, -23.9273], [8.9521, 11.9247, -11.6700], [7.9743, 12.4098, -12.7564], [8.6569, 12.3678, -13.9683], [9.0140, 10.5043, -11.4218], [8.6934, 12.4492, -10.7501], [9.9774, 12.2795, -11.7746], [7.6782, 13.4332, -12.5261], [7.0654, 11.8148, -12.6675], [8.4741, 11.5403, -14.4193], [8.1876, 10.1659, -11.0694]], "mulliken_charge": [-1.28, 0.55, -1.37, -0.54, 0.36, 0.31, 0.34, 0.25, 0.35, 0.33, 0.35, 0.34, -1.24, 0.58, -1.28, -0.52, 0.33, 0.31, 0.34, 0.19, 0.34, 0.36, 0.32, 0.28, -1.21, 0.36, -1.14, -0.54, 0.37, 0.31, 0.31, 0.26, 0.35, 0.31, 0.29, 0.33, -1.31, 0.49, -1.18, -0.54, 0.33, 0.31, 0.36, 0.23, 0.29, 0.33, 0.40, 0.30, -1.25, 0.60, -1.32, -0.58, 0.34, 0.33, 0.31, 0.24, 0.32, 0.37, 0.30, 0.34, -1.20, 0.62, -1.38, -0.53, 0.28, 0.34, 0.34, 0.24, 0.30, 0.32, 0.38, 0.28, -1.29, 0.69, -1.37, -0.54, 0.33, 0.34, 0.32, 0.12, 0.37, 0.38, 0.36, 0.31, -1.32, 0.45, -1.21, -0.54, 0.32, 0.39, 0.34, 0.27, 0.33, 0.30, 0.35, 0.32, -0.32, -0.39, -0.51, -0.53, 0.31, 0.28, 0.25, 0.33, 0.30, 0.29, -0.52, -0.29, -0.48, -0.48, 0.27, 0.36, 0.29, 0.30, 0.26, 0.29, -0.34, -0.34, -0.50, -0.48, 0.27, 0.29, 0.25, 0.27, 0.31, 0.27, -0.41, -0.46, -0.51, -0.48, 0.29, 0.32, 0.31, 0.37, 0.29, 0.28, -0.40, -0.34, -0.47, -0.52, 0.31, 0.28, 0.29, 0.30, 0.26, 0.29]}